{"formula": "C7H11NaO5", "method": "ωB97M-V/def2-TZVPD", "orbital_gap_ev": 7.9, "largest_force_ha_per_bohr": 0.023, "e_tot_ev": -22089.8965, "species": ["O", "C", "C", "O", "C", "C", "O", "C", "H", "H", "H", "H", "H", "H", "H", "H", "O", "C", "C", "O", "Na", "H", "H", "H"], "coordinates": [[-1.09789, 2.67608, 0.36613], [-1.09762, 1.81798, 1.21862], [0.16148, 1.07857, 1.64493], [1.23789, 1.27682, 0.87695], [-1.13223, -1.10475, -0.37224], [-0.70773, -0.27063, -1.56562], [0.62324, -0.61405, -1.90717], [1.06632, -0.01230, -3.10541], [-2.03050, 1.50238, 1.74206], [-2.07761, -0.71778, 0.03716], [-1.24051, -2.14940, -0.69532], [-1.38533, -0.48642, -2.40839], [-0.75746, 0.80845, -1.35714], [2.07945, -0.37910, -3.30878], [0.40681, -0.28277, -3.94480], [1.08691, 1.08482, -3.00418], [-0.13589, -1.13171, 0.62240], [-0.15454, -0.45722, 1.84503], [1.02813, -0.97391, 2.61882], [2.00989, -1.42050, 2.06750], [1.91984, -0.30911, -0.18141], [-1.09103, -0.62284, 2.40241], [1.01737, -0.77648, 3.71038], [0.27103, 1.46385, 2.69807]]}

{"formula": "C6H11FS", "method": "ωB97M-V/def2-TZVPD", "orbital_gap_ev": 9.5, "smiles": "CS/C(C)=C(/C)CF", "largest_force_ha_per_bohr": 0.030, "de_lowest_kcal_mol": 5.4, "e_tot_ev": -19952.2867, "species": ["C", "S", "C", "C", "C", "C", "C", "F", "H", "H", "H", "H", "H", "H", "H", "H", "H", "H", "H"], "coordinates": [[-2.40740, -0.89009, 0.96258], [-1.60515, -0.60108, -0.60048], [-0.39916, 0.61343, -0.21452], [-0.97793, 1.97163, -0.19377], [0.87823, 0.31791, 0.04334], [1.85006, 1.40723, 0.40546], [1.47366, -1.10100, -0.04737], [2.87272, -1.11743, -0.08202], [-3.12503, -0.08204, 1.13338], [-1.67933, -1.06718, 1.76979], [-2.99106, -1.80402, 0.81576], [-0.29388, 2.75547, 0.16443], [-1.83443, 1.96406, 0.47295], [-1.38753, 2.23656, -1.16039], [1.46065, 2.44474, 0.34765], [2.18037, 1.26871, 1.42485], [2.70346, 1.31606, -0.24204], [1.10423, -1.60484, -0.95098], [1.18558, -1.66813, 0.83627]]}

{"formula": "C41H75BBrI3N4O11P2", "method": "ωB97M-V/def2-TZVPD", "orbital_gap_ev": 8.0, "s_squared": 2.01, "multiplicity": 3, "largest_force_ha_per_bohr": 0.054, "e_tot_ev": -185809.5613, "species": ["C", "C", "C", "O", "C", "C", "C", "C", "C", "C", "O", "C", "C", "O", "P", "O", "O", "C", "I", "C", "C", "I", "C", "C", "C", "C", "Br", "N", "C", "O", "O", "C", "I", "B", "O", "N", "C", "C", "P", "C", "O", "H", "H", "H", "H", "H", "H", "H", "H", "H", "H", "H", "H", "H", "H", "H", "H", "H", "H", "H", "H", "H", "H", "H", "H", "H", "H", "H", "H", "H", "H", "H", "H", "H", "H", "H", "H", "H", "H", "H", "C", "C", "C", "C", "C", "C", "N", "O", "C", "C", "C", "H", "H", "H", "H", "H", "H", "H", "H", "H", "H", "H", "H", "H", "H", "H", "H", "H", "H", "C", "C", "C", "C", "C", "C", "N", "O", "C", "C", "C", "H", "H", "H", "H", "H", "H", "H", "H", "H", "H", "H", "H", "H", "H", "H", "H", "H", "H"], "coordinates": [[-0.58826, -2.60601, 1.90417], [0.38477, -1.95073, 2.15836], [1.55057, -1.09281, 2.57260], [2.16737, -0.78525, 1.34185], [3.44144, -0.16559, 1.30671], [4.33542, -0.91045, 0.25214], [5.66981, -1.40480, 0.85686], [6.61602, -1.81674, -0.29484], [6.03162, -2.89764, -1.20299], [7.03836, -3.28000, -2.29450], [6.47572, -4.21072, -3.22610], [6.38108, -5.46939, -2.75019], [5.43593, -6.35986, -3.53050], [6.98942, -5.88507, -1.79981], [3.36560, 1.62476, 0.70567], [4.93627, 1.90482, 0.25511], [2.49422, 1.43959, -0.69114], [2.45660, -2.03970, 3.43245], [2.96591, -3.74854, 2.10667], [1.97005, -2.74530, 4.71926], [0.59906, -2.44816, 5.33153], [3.44622, -2.34291, 6.30057], [0.92552, 0.25003, 3.29935], [1.98940, 0.65712, 4.34307], [2.13520, 2.01227, 5.06649], [1.38368, 2.15944, 6.41125], [2.10230, 3.64719, 3.99663], [0.88352, 1.24512, 2.22944], [0.01256, 1.22667, 1.37256], [-0.69669, 1.11813, 0.46211], [-0.36846, -0.13568, 3.69310], [-1.35843, 0.61779, 4.33196], [-1.69727, 0.10109, 6.45460], [-2.75550, 0.19437, 3.63979], [-2.75725, -0.13310, 2.29652], [-4.03135, 0.12570, 4.39895], [-4.43423, -1.28729, 4.51960], [-5.06053, 0.87855, 3.65880], [-1.29818, 2.50217, 4.20757], [-2.31628, 3.02185, 2.76296], [-2.19352, 3.05262, 5.49994], [-1.23526, -3.44328, 1.76795], [4.04369, -0.12263, 2.21780], [4.61181, -0.26187, -0.58637], [3.75723, -1.72999, -0.17824], [5.51468, -2.24748, 1.53261], [6.09878, -0.53608, 1.36525], [7.62154, -2.05441, 0.06082], [6.72101, -0.91046, -0.91043], [5.12780, -2.57812, -1.72606], [5.77610, -3.77975, -0.60491], [7.97398, -3.63240, -1.85956], [7.24410, -2.36986, -2.86291], [4.92765, -5.82660, -4.33663], [6.05142, -7.13516, -3.99532], [4.72705, -6.84361, -2.86266], [5.12843, 2.78194, 0.60001], [2.17614, 0.52934, -0.78376], [3.44231, -1.62045, 3.60947], [2.05158, -3.82200, 4.64412], [0.64358, -1.57383, 5.97629], [-0.22530, -2.41088, 4.62467], [0.37139, -3.27457, 6.01471], [2.95378, 0.50646, 3.85456], [1.92104, -0.07563, 5.15280], [3.17663, 1.99858, 5.39253], [2.08002, 2.52881, 7.17006], [0.56704, 2.87397, 6.37074], [1.08763, 1.16326, 6.73723], [-3.09589, -1.01586, 2.12298], [-5.00500, -1.44376, 5.43582], [-4.99232, -1.62421, 3.63241], [-3.53133, -1.91237, 4.55129], [-4.71743, 1.90053, 3.48928], [-5.31318, 0.44256, 2.68331], [-5.95285, 0.95563, 4.28690], [-1.80991, 3.89855, 2.34632], [-3.31306, 3.37073, 3.04631], [-2.39047, 2.29490, 1.94874], [-1.63256, 3.69845, 5.94027], [-4.47494, 5.77610, 1.59892], [-5.85801, 6.42350, 1.62663], [-6.61007, 5.94658, 0.37522], [-8.10542, 6.25336, 0.37509], [-8.74511, 5.74939, 1.66650], [-8.06481, 6.31888, 2.91144], [-6.58668, 6.09848, 2.88900], [-6.34561, 4.85951, 3.20479], [-8.41445, 7.81714, 3.02297], [-8.68148, 5.69197, 4.16274], [-5.56333, 7.94050, 1.55627], [-3.92333, 5.98091, 2.51799], [-4.52716, 4.69634, 1.46678], [-3.89568, 6.17648, 0.76556], [-6.49071, 4.86242, 0.27870], [-6.14533, 6.37894, -0.51277], [-8.27654, 7.32485, 0.24078], [-8.57479, 5.76121, -0.47941], [-9.80616, 6.00810, 1.67956], [-8.69549, 4.65587, 1.68409], [-7.85119, 8.29320, 3.82714], [-9.47459, 7.93583, 3.24718], [-8.24616, 8.37392, 2.10353], [-8.62509, 4.60479, 4.15223], [-9.73639, 5.95773, 4.22579], [-8.18767, 6.05364, 5.06604], [-5.43342, 8.26448, 0.52285], [-4.64510, 8.17815, 2.09549], [-6.32934, 8.57055, 1.99614], [5.31426, -3.86097, -7.28935], [3.94985, -3.93218, -7.97858], [4.06495, -4.96796, -9.10699], [2.73511, -5.39073, -9.72447], [1.76521, -5.82843, -8.63111], [1.56249, -4.74840, -7.56874], [2.86166, -4.26327, -7.00823], [3.30750, -5.14854, -6.16826], [0.74479, -3.59574, -8.18659], [0.66818, -5.29220, -6.45344], [3.74217, -2.50792, -8.54478], [5.27844, -3.22625, -6.40304], [5.68056, -4.84185, -6.98940], [6.04409, -3.43574, -7.97961], [4.55413, -5.86672, -8.71742], [4.72517, -4.58142, -9.88551], [2.31544, -4.57804, -10.32361], [2.90440, -6.22054, -10.41411], [0.80171, -6.08999, -9.07409], [2.14614, -6.74199, -8.16320], [0.68062, -2.74850, -7.50204], [-0.27171, -3.93053, -8.39395], [1.13682, -3.24465, -9.13877], [1.06629, -6.20361, -6.01047], [-0.31537, -5.53424, -6.85526], [0.53666, -4.55313, -5.66143], [4.22748, -2.40038, -9.51574], [4.17334, -1.76266, -7.87485], [2.70414, -2.21824, -8.67120]]}

{"formula": "C2HCl2N2O", "method": "ωB97M-V/def2-TZVPD", "total_charge": 1, "orbital_gap_ev": 10.0, "largest_force_ha_per_bohr": 0.092, "de_lowest_kcal_mol": 8.6, "e_tot_ev": -32153.4029, "species": ["C", "C", "N", "N", "O", "Cl", "Cl", "H"], "coordinates": [[-0.61593, 0.33969, -1.02611], [-1.04890, -0.09311, 0.25414], [2.96802, 0.12828, 0.62658], [2.14771, 0.20792, -0.13463], [-0.27008, 0.73242, -2.03778], [-0.37366, 0.73417, 1.65090], [-0.76122, -1.86815, 0.19016], [-2.04595, -0.18122, 0.47674]]}